Record 1
This record from OMol25 describes a cluster of 2 separate species, C5H9N3S2 in total in a non-equilibrium geometry. The level of theory is ωB97M-V/def2-TZVPD.

As for the lowest unoccupied orbital energy: -0.42 eV. The calculation puts the frontier orbital gap at 7.96 eV. Its energy above the lowest of the compared OMol25 structures with the same formula, charge and spin is 0.514 eV.

```
19
Properties=species:S:1:pos:R:3:forces:R:3:lowdin_charge:R:1
C 0.622 0.921 -0.106 4.1 -0.5 -0.1 -0.074
C 2.848 0.543 -0.067 -3.1 0.8 0.2 -0.698
C 1.442 -1.330 0.105 -2.9 0.7 -1.3 -0.824
C -1.581 2.065 -0.018 -0.7 2.2 -1.4 -0.118
C -0.099 2.022 -0.192 0.9 0.4 1.2 -0.181
N 0.391 -0.418 -0.043 2.3 -0.1 0.6 0.022
N 2.695 -0.786 0.014 -3.0 2.3 0.6 -0.012
N -2.042 -2.014 -0.016 0.7 1.8 0.7 0.036
S 4.090 1.516 -0.064 0.2 0.2 -0.1 0.700
S 1.118 -2.941 0.089 0.7 -0.3 0.4 0.667
H -1.962 1.196 0.506 -0.2 0.4 0.9 0.051
H -1.772 3.183 0.318 -0.4 -2.7 0.1 0.115
H -2.131 1.990 -0.984 0.5 0.2 0.3 0.075
H 0.409 2.980 0.044 0.0 -0.8 -0.8 0.108
H -0.528 -0.797 -0.079 -1.1 -0.8 -0.3 0.049
H 3.329 -1.474 -0.136 3.1 -2.0 -0.3 0.085
H -1.528 -2.678 0.517 0.7 -0.3 0.8 -0.031
H -2.695 -2.555 -0.467 -1.8 -1.4 -1.9 -0.006
H -2.607 -1.422 0.579 0.1 0.0 0.5 0.034
```
Positions in Å, forces in eV/Å.

=====

Record 2
This record from OMol25 describes a cluster of 2 separate species, C5H9N4 in total in a non-equilibrium geometry. The level of theory is ωB97M-V/def2-TZVPD.

As for the lowest unoccupied orbital energy (spin up / spin down): -6.62 / -6.62 eV. Its charge is +1. The calculation puts the frontier orbital gap (spin up / spin down) at 7.49 / 7.49 eV. Its energy above the lowest of the compared OMol25 structures with the same formula, charge and spin is 6.665 eV.

```
18
Properties=species:S:1:pos:R:3:forces:R:3:lowdin_charge:R:1
C -1.413 0.821 -1.622 -0.2 0.1 -0.1 -0.072
C -0.156 0.660 -1.980 -0.2 0.0 0.2 -0.009
C -1.897 0.602 -0.238 -0.1 -0.2 -0.3 -0.091
C 0.946 0.381 -0.931 1.2 0.6 -0.5 -0.194
C -0.655 0.617 0.749 0.0 0.7 1.0 -0.170
N 1.915 -2.661 2.701 -0.8 -1.7 2.0 0.198
N 1.905 -1.724 2.000 0.2 0.9 -0.9 -0.216
N 1.787 -0.728 1.485 0.1 1.0 -0.5 0.235
N 0.235 -0.206 0.095 -0.8 -1.2 -0.4 0.091
H -2.157 1.119 -2.349 0.0 0.0 -0.1 0.133
H 0.215 0.730 -2.990 0.0 0.0 -0.1 0.128
H -2.589 1.377 0.094 0.1 0.0 0.1 0.135
H -2.394 -0.366 -0.167 0.0 0.0 0.1 0.134
H 1.663 -0.322 -1.360 -0.1 0.1 0.1 0.137
H 1.423 1.347 -0.706 -0.1 -0.2 0.1 0.148
H -0.331 1.656 0.877 0.0 -0.1 -0.1 0.147
H -0.998 0.178 1.686 0.0 0.0 -0.1 0.143
H 2.500 -3.479 2.656 0.4 0.1 -0.6 0.123
```
Positions in Å, forces in eV/Å.

=====

Record 3
This record from OMol25 describes the ion C5H9N4 with charge +1 in a non-equilibrium geometry. The level of theory is ωB97M-V/def2-TZVPD.

As for the lowest unoccupied orbital energy (spin up / spin down): -4.68 / -4.85 eV. Its charge is +1. The calculation puts the frontier orbital gap (spin up / spin down) at 7.43 / 7.12 eV. Its energy above the lowest of the compared OMol25 structures with the same formula, charge and spin is 6.547 eV.

```
18
Properties=species:S:1:pos:R:3:forces:R:3:lowdin_charge:R:1
C -1.365 1.118 1.091 1.1 -1.8 -0.3 -0.069
C -1.613 0.063 0.290 -0.9 0.5 -0.7 -0.144
C 1.082 0.809 -0.460 0.9 -1.3 1.1 -0.077
C -0.053 1.356 1.608 1.4 -1.8 3.0 -0.141
C 1.520 -1.267 -1.680 -0.3 1.4 -2.7 -0.011
N 1.599 -0.163 -0.939 -0.6 -0.4 -1.4 0.079
N 0.829 1.677 0.428 0.3 1.5 0.2 0.090
N -0.660 -0.843 0.196 2.0 -1.2 -0.3 -0.045
N -0.572 -1.793 -0.718 1.3 -0.1 2.5 0.089
H -2.072 1.772 1.330 -3.1 2.7 0.5 0.072
H -2.500 0.016 -0.319 -0.6 -0.2 0.0 0.128
H 0.014 2.130 2.499 0.1 -1.3 -2.4 0.179
H 0.370 0.337 1.973 -0.5 1.8 -0.2 0.154
H 1.196 -1.229 -2.826 0.7 0.1 2.8 0.141
H 2.240 -2.011 -1.406 0.1 -0.5 0.1 0.073
H 1.300 2.564 0.532 0.1 0.1 -0.6 0.169
H -1.399 -1.996 -1.275 0.3 -0.4 -0.3 0.145
H 0.084 -2.538 -0.325 -2.0 0.9 -1.3 0.168
```
Positions in Å, forces in eV/Å.

=====

Record 4
This record from OMol25 describes the ion C5H9N4 with charge +1 in a non-equilibrium geometry. The level of theory is ωB97M-V/def2-TZVPD.

Its SMILES is CC(C)=Nc1n[nH]c[nH+]1. As for the lowest unoccupied orbital energy: -4.83 eV. Its charge is +1. The calculation puts the frontier orbital gap at 7.66 eV. Its energy above the lowest of the compared OMol25 structures with the same formula, charge and spin is 8.826 eV.

```
18
Properties=species:S:1:pos:R:3:forces:R:3:lowdin_charge:R:1
C -1.061 -0.283 2.052 1.1 -0.4 -0.9 -0.052
C -0.939 -1.026 0.563 -0.5 0.9 0.3 -0.224
C -0.102 -2.437 0.506 0.3 1.1 -1.2 -0.049
N -1.511 -0.399 -0.551 5.7 1.5 1.5 0.032
C -0.387 0.560 -0.995 -0.3 -2.9 -0.6 -0.180
N 0.676 -0.099 -1.857 -2.2 5.5 3.1 0.111
N 1.581 0.961 -2.075 -3.2 4.9 3.5 0.001
C 1.122 2.267 -1.395 -0.8 -2.7 -0.2 0.072
N -0.186 2.024 -0.666 5.1 -4.6 -4.6 0.141
H -2.068 0.295 2.199 1.9 -1.4 -0.4 0.100
H -0.818 -1.076 2.879 -0.6 1.7 -1.5 0.095
H -0.194 0.538 2.068 -1.7 -1.8 -0.1 0.099
H 0.966 -2.204 0.984 -2.4 -0.4 -0.7 0.117
H 0.121 -2.645 -0.646 -0.8 0.2 2.6 0.099
H -0.614 -3.339 1.050 0.9 1.9 -1.0 0.108
H 2.497 0.918 -2.616 -1.8 -0.2 0.9 0.187
H 1.703 3.305 -1.422 -1.4 -2.7 0.0 0.168
H -0.788 2.640 -0.077 0.8 -0.7 -0.8 0.174
```
Positions in Å, forces in eV/Å.

=====

Record 5
This record from OMol25 describes the ion C5H9N4O2S with charge +1 in a non-equilibrium geometry. The level of theory is ωB97M-V/def2-TZVPD.

As for the lowest unoccupied orbital energy: -4.75 eV. Its charge is +1. The calculation puts the frontier orbital gap at 8.74 eV. Its energy above the lowest of the compared OMol25 structures with the same formula, charge and spin is 4.828 eV.

```
21
Properties=species:S:1:pos:R:3:forces:R:3:lowdin_charge:R:1
C -0.353 -1.298 0.488 -2.0 0.5 0.8 -0.013
C 1.907 -1.619 -0.648 1.0 0.9 2.0 -0.239
C -0.671 -0.085 0.990 1.1 1.6 0.3 -0.150
C -0.010 1.263 0.755 1.0 -2.2 -0.4 -0.493
C -2.501 1.816 -0.295 2.2 1.6 2.8 -0.244
N 0.593 -1.791 -0.284 -1.0 -1.5 -0.4 0.079
N 2.804 -1.118 0.058 -1.6 1.2 1.1 0.156
N 1.328 1.303 0.891 -0.5 3.3 0.7 0.133
N -1.802 -0.089 1.930 0.3 -1.3 -0.7 -0.390
O -2.488 -1.092 1.961 -0.3 0.3 0.2 0.088
O -1.916 0.865 2.644 -0.1 1.1 0.4 0.117
S -0.825 2.508 -0.107 0.3 -0.1 1.2 1.076
H -1.240 -1.959 0.694 1.3 0.2 -0.2 0.172
H 2.021 -2.210 -1.470 1.0 -1.2 -2.8 0.109
H -2.273 0.910 -0.631 0.1 -4.1 -1.2 0.000
H -2.822 2.363 -1.062 -1.8 2.3 -3.0 0.008
H -3.109 1.871 0.565 -0.5 0.1 0.9 0.063
H 0.371 -2.727 -0.592 -0.5 0.0 -0.1 0.159
H 3.690 -1.106 -0.363 1.5 -0.3 -0.8 0.055
H 1.722 2.302 0.751 -0.5 -2.3 0.1 0.167
H 1.894 0.736 1.558 -1.0 0.1 -1.0 0.147
```
Positions in Å, forces in eV/Å.

=====

Record 6
This record from OMol25 describes an isolated molecule of C5H9N4P in a non-equilibrium geometry. The level of theory is ωB97M-V/def2-TZVPD.

Its SMILES is N=C=[P@@]1(N)C=CC(N)=C1N. As for the lowest unoccupied orbital energy (spin up / spin down): 0.26 / 0.26 eV. The calculation puts the frontier orbital gap (spin up / spin down) at 7.54 / 7.54 eV. Its energy above the lowest of the compared OMol25 structures with the same formula, charge and spin is 1.903 eV.

```
19
Properties=species:S:1:pos:R:3:forces:R:3:lowdin_charge:R:1
N -3.573 0.100 -1.319 0.9 0.9 -0.9 -0.019
C -2.830 -0.299 -0.413 -1.7 0.5 -0.8 -0.312
P -1.116 -0.038 0.126 0.3 0.3 -0.7 0.721
N -1.294 -0.367 1.733 -4.5 -0.5 -0.1 -0.136
C -0.471 -1.437 -0.724 0.0 -1.1 -1.1 -0.239
C 0.880 -1.289 -0.756 0.6 -2.8 -2.3 -0.133
C 1.447 -0.015 -0.336 0.3 -1.3 1.3 -0.358
N 2.859 0.188 -0.177 -1.7 -0.4 0.3 0.090
C 0.496 0.737 0.241 2.0 1.2 -0.8 -0.412
N 0.814 2.027 0.632 -1.6 1.2 2.2 0.056
H -3.244 0.858 -2.000 -0.6 -1.2 1.4 0.084
H -2.151 -1.039 1.719 1.8 1.5 0.5 0.089
H -0.531 -0.813 2.115 2.0 -1.1 1.1 0.017
H -1.156 -2.211 -1.255 1.7 1.3 1.3 0.112
H 1.513 -2.144 -1.244 -0.9 1.9 0.9 0.134
H 3.074 0.962 0.453 0.2 -0.4 -0.8 0.070
H 3.278 0.182 -1.077 1.0 0.5 -0.4 0.070
H 0.233 2.312 1.444 0.5 0.0 -0.9 0.099
H 1.773 2.287 0.839 -0.2 -0.4 -0.3 0.068
```
Positions in Å, forces in eV/Å.

=====

Record 7
This record from OMol25 describes a cluster of 2 separate species, C5H9N5O2 in total in a non-equilibrium geometry. The level of theory is ωB97M-V/def2-TZVPD.

As for the lowest unoccupied orbital energy: -2.88 eV. The calculation puts the frontier orbital gap at 3.10 eV. Its energy above the lowest of the compared OMol25 structures with the same formula, charge and spin is 11.054 eV.

```
21
Properties=species:S:1:pos:R:3:forces:R:3:lowdin_charge:R:1
N 0.457 -3.406 0.665 -0.6 0.1 -0.6 0.077
C -0.144 -2.196 0.345 -0.5 4.9 0.2 -0.213
N 0.477 -0.819 0.629 -7.7 -2.3 -3.5 0.152
C -0.647 0.085 0.116 0.2 -3.1 0.1 0.061
N -1.837 -0.670 -0.433 5.5 2.1 2.7 0.082
N -1.514 -2.013 -0.275 2.1 0.2 0.8 -0.154
N -2.468 -2.978 -0.667 -4.7 1.0 3.5 0.101
C -3.637 -2.704 0.055 -3.5 5.2 1.4 0.040
O -4.710 -2.048 0.580 9.0 -6.1 -4.6 0.041
H 0.282 -3.839 1.612 0.5 0.7 -1.9 0.133
H 1.127 -3.817 -0.046 -1.3 0.7 1.7 0.137
H -0.613 1.256 0.139 0.7 -1.2 -0.6 0.106
H -2.698 -0.202 -0.816 1.2 -1.3 0.4 0.192
C 2.438 2.577 0.243 0.9 0.5 0.2 -0.149
C 1.500 3.278 -0.755 1.8 -0.5 1.4 -0.568
O 0.438 2.501 -0.896 -2.7 -1.0 -0.5 -0.349
H 2.764 1.595 -0.120 -0.2 0.1 -0.1 0.052
H 3.338 3.184 0.395 0.2 0.0 0.2 0.047
H 1.966 2.443 1.224 -0.1 0.0 -0.2 0.052
H 2.122 3.481 -1.641 -0.1 -0.2 -0.7 0.078
H 1.358 4.293 -0.354 -0.6 0.3 0.2 0.080
```
Positions in Å, forces in eV/Å.

=====

Copy entry 7 word for word.
This record from OMol25 describes a cluster of 2 separate species, C5H9N5O2 in total in a non-equilibrium geometry. The level of theory is ωB97M-V/def2-TZVPD.

As for the lowest unoccupied orbital energy: -2.88 eV. The calculation puts the frontier orbital gap at 3.10 eV. Its energy above the lowest of the compared OMol25 structures with the same formula, charge and spin is 11.054 eV.

```
21
Properties=species:S:1:pos:R:3:forces:R:3:lowdin_charge:R:1
N 0.457 -3.406 0.665 -0.6 0.1 -0.6 0.077
C -0.144 -2.196 0.345 -0.5 4.9 0.2 -0.213
N 0.477 -0.819 0.629 -7.7 -2.3 -3.5 0.152
C -0.647 0.085 0.116 0.2 -3.1 0.1 0.061
N -1.837 -0.670 -0.433 5.5 2.1 2.7 0.082
N -1.514 -2.013 -0.275 2.1 0.2 0.8 -0.154
N -2.468 -2.978 -0.667 -4.7 1.0 3.5 0.101
C -3.637 -2.704 0.055 -3.5 5.2 1.4 0.040
O -4.710 -2.048 0.580 9.0 -6.1 -4.6 0.041
H 0.282 -3.839 1.612 0.5 0.7 -1.9 0.133
H 1.127 -3.817 -0.046 -1.3 0.7 1.7 0.137
H -0.613 1.256 0.139 0.7 -1.2 -0.6 0.106
H -2.698 -0.202 -0.816 1.2 -1.3 0.4 0.192
C 2.438 2.577 0.243 0.9 0.5 0.2 -0.149
C 1.500 3.278 -0.755 1.8 -0.5 1.4 -0.568
O 0.438 2.501 -0.896 -2.7 -1.0 -0.5 -0.349
H 2.764 1.595 -0.120 -0.2 0.1 -0.1 0.052
H 3.338 3.184 0.395 0.2 0.0 0.2 0.047
H 1.966 2.443 1.224 -0.1 0.0 -0.2 0.052
H 2.122 3.481 -1.641 -0.1 -0.2 -0.7 0.078
H 1.358 4.293 -0.354 -0.6 0.3 0.2 0.080
```
Positions in Å, forces in eV/Å.

=====

Copy entry 4 word for word.
This record from OMol25 describes the ion C5H9N4 with charge +1 in a non-equilibrium geometry. The level of theory is ωB97M-V/def2-TZVPD.

Its SMILES is CC(C)=Nc1n[nH]c[nH+]1. As for the lowest unoccupied orbital energy: -4.83 eV. Its charge is +1. The calculation puts the frontier orbital gap at 7.66 eV. Its energy above the lowest of the compared OMol25 structures with the same formula, charge and spin is 8.826 eV.

```
18
Properties=species:S:1:pos:R:3:forces:R:3:lowdin_charge:R:1
C -1.061 -0.283 2.052 1.1 -0.4 -0.9 -0.052
C -0.939 -1.026 0.563 -0.5 0.9 0.3 -0.224
C -0.102 -2.437 0.506 0.3 1.1 -1.2 -0.049
N -1.511 -0.399 -0.551 5.7 1.5 1.5 0.032
C -0.387 0.560 -0.995 -0.3 -2.9 -0.6 -0.180
N 0.676 -0.099 -1.857 -2.2 5.5 3.1 0.111
N 1.581 0.961 -2.075 -3.2 4.9 3.5 0.001
C 1.122 2.267 -1.395 -0.8 -2.7 -0.2 0.072
N -0.186 2.024 -0.666 5.1 -4.6 -4.6 0.141
H -2.068 0.295 2.199 1.9 -1.4 -0.4 0.100
H -0.818 -1.076 2.879 -0.6 1.7 -1.5 0.095
H -0.194 0.538 2.068 -1.7 -1.8 -0.1 0.099
H 0.966 -2.204 0.984 -2.4 -0.4 -0.7 0.117
H 0.121 -2.645 -0.646 -0.8 0.2 2.6 0.099
H -0.614 -3.339 1.050 0.9 1.9 -1.0 0.108
H 2.497 0.918 -2.616 -1.8 -0.2 0.9 0.187
H 1.703 3.305 -1.422 -1.4 -2.7 0.0 0.168
H -0.788 2.640 -0.077 0.8 -0.7 -0.8 0.174
```
Positions in Å, forces in eV/Å.